8
Properties=species:S:1:pos:R:3:lowdin_charge:R:1 method="wB97M-V/def2-TZVPD" e_above_lowest_kcal_mol=61.6 lumo_ev="6.9 / 6.9" total_charge=-2 gap_ha="0.166 / 0.175" e_tot_ha=-718.98521 mol_weight_g_mol=120.00 spin_multiplicity=1
C -0.65 -1.59 0.13 -0.23
C 0.25 0.10 0.20 -0.52
O -0.35 2.67 0.63 -0.60
O 1.51 -0.21 0.11 -0.24
O -1.99 1.20 -0.73 -0.57
O 0.33 -2.28 0.03 -0.25
P -0.55 1.47 -0.33 0.32
H 1.45 -1.37 -0.04 0.09